This record from OMol25 describes a structure of composition C4H8NO3 in a non-equilibrium geometry. The level of theory is ωB97M-V with the def2-TZVPD basis set.

Last column: Mulliken spin population.
Atoms and positions in Å:
1 C -0.719 -0.464 0.518  0.022
2 C -0.063 -1.106 -0.693  0.230
3 C 1.292 -1.501 -0.191  0.461
4 O 2.347 -1.671 -1.046  0.173
5 N -1.510 0.698 0.050  0.018
6 C -1.399 2.008 0.597  0.009
7 O -1.760 2.951 -0.144  -0.006
8 O -0.781 2.052 1.764  0.007
9 H -1.469 -1.120 1.011  -0.003
10 H -0.047 -0.017 1.302  -0.010
11 H 0.382 -2.265 -0.691  -0.096
12 H -0.172 -0.761 -1.723  0.114
13 H 2.304 1.258 -0.581  0.014
14 H 1.182 -1.804 0.897  0.044
15 H 1.837 0.947 -0.103  0.024
16 H -1.424 0.795 -0.967  -0.001

Calculated values
- energy above the lowest of the compared OMol25 structures with the same formula, charge and spin (kcal/mol) = 89.7
- 2S+1 = 2
- strongest force on any atom (eV/A) = 4.2
- Kohn-Sham gap (alpha / beta) (eV) = 3.905 / 7.167
- total energy (Eh) = -437.4717
- E_HOMO (alpha / beta) (eV) = 3.13 / -0.18
- charge = -2